Entry 1:
C37H42AsF6N5OS3TeTi | ωB97M-V/def2-TZVPD

* HOMO (spin up / spin down): -3.04 / -3.06 eV
* largest force on an atom: 2.9 eV/Å
* 2S+1: 2
* net charge: -1
* <S²>: 0.76
* energy above the lowest of the compared OMol25 structures with the same formula, charge and spin: 313.5 kJ/mol
* HOMO-LUMO gap (spin up / spin down): 5.23 / 5.03 eV

```
97
C37H42AsF6N5OS3TeTi, DFT ωB97M-V/def2-TZVPD
Ti -0.89 1.18 0.88
C -1.32 1.39 7.51
C -0.35 1.91 6.45
N 0.38 0.86 5.78
C 0.03 0.34 4.55
S 1.06 -1.02 4.08
N -0.93 0.93 3.93
N -1.38 0.46 2.70
C -2.22 -0.62 2.71
C -2.60 -1.32 3.98
C -2.85 -0.88 1.50
C -3.81 -1.92 1.27
C -4.49 -1.97 0.10
C -4.27 -0.98 -0.89
C -3.32 -0.03 -0.65
N -2.56 0.03 0.48
H -1.94 2.19 7.91
H -0.78 0.92 8.34
H -1.98 0.64 7.06
H 0.37 2.60 6.90
H -0.90 2.46 5.68
H 1.18 0.44 6.22
H -2.82 -0.58 4.75
H -1.80 -1.95 4.37
H -3.49 -1.94 3.84
H -3.98 -2.65 2.04
H -5.22 -2.76 -0.06
H -4.82 -0.96 -1.82
H -3.13 0.73 -1.39
C -0.08 -3.34 -2.56
C -0.20 -2.63 -3.91
C -1.50 -3.10 -4.59
C 1.00 -3.02 -4.77
C -0.28 -1.11 -3.76
C -0.27 -0.28 -4.90
C -0.46 1.09 -4.82
C -0.66 1.65 -3.56
S -1.10 3.27 -3.12
C -1.23 2.78 -1.46
N -0.88 1.55 -1.24
C -0.62 0.86 -2.42
C -0.44 -0.52 -2.52
C -1.94 3.56 -0.41
C -2.46 4.83 -0.64
C -3.28 5.40 0.33
C -3.58 4.67 1.48
C -3.04 3.42 1.69
C -2.18 2.83 0.76
H -0.02 -4.42 -2.73
H -0.95 -3.16 -1.92
H 0.81 -3.03 -2.01
H -1.49 -4.19 -4.70
H -1.61 -2.66 -5.58
H -2.37 -2.82 -3.99
H 1.03 -4.11 -4.90
H 1.94 -2.71 -4.30
H 0.96 -2.58 -5.77
H -0.14 -0.72 -5.88
H -0.48 1.70 -5.71
H -0.43 -1.09 -1.60
H -2.24 5.37 -1.55
H -3.69 6.39 0.18
H -4.23 5.11 2.23
H -3.26 2.88 2.61
O 0.16 -0.48 0.43
S 2.74 0.71 -1.16
C 4.10 1.52 -2.05
C 3.94 1.10 -3.51
C 3.33 -0.32 -3.56
C 3.03 -0.78 -2.13
H 5.05 1.17 -1.64
H 4.03 2.59 -1.89
H 4.90 1.15 -4.03
H 3.27 1.81 -4.01
H 4.01 -1.03 -4.05
H 2.41 -0.31 -4.14
H 2.13 -1.40 -2.06
H 3.86 -1.34 -1.69
Te 0.14 -2.04 1.51
C 2.14 -2.51 1.06
C 2.45 -3.70 0.41
C 3.77 -4.00 0.09
C 4.78 -3.10 0.41
C 4.47 -1.91 1.06
C 3.16 -1.61 1.39
H 1.66 -4.40 0.15
H 4.01 -4.92 -0.43
H 5.81 -3.33 0.16
H 5.26 -1.21 1.31
H 2.92 -0.68 1.90
F 1.34 1.11 2.19
As 1.57 2.83 2.08
F -0.11 3.08 2.51
F 0.90 2.66 0.43
F 1.75 4.52 1.84
F 3.17 2.57 1.53
F 2.05 2.92 3.72
```

***

Entry 2:
C37H42BCl51FIO7 | ωB97M-V/def2-TZVPD

* HOMO: -9.38 eV
* largest force on an atom: 1.6 eV/Å
* HOMO-LUMO gap: 8.12 eV

```
140
C37H42BCl51FIO7, DFT ωB97M-V/def2-TZVPD
C -1.94 1.94 2.86
C -2.01 0.72 1.92
C -1.30 0.96 0.57
C -1.28 -0.28 -0.35
O -0.02 -0.95 -0.44
C 0.57 -1.15 0.75
C 1.63 -0.31 1.17
C 2.13 0.84 0.29
C 2.36 2.17 1.05
C 3.84 2.62 0.89
O 1.59 3.23 0.49
C 2.23 -0.56 2.40
O 3.29 0.20 2.85
B 4.54 -0.23 2.38
O 4.78 -0.41 1.02
O 5.54 -0.44 3.33
C 1.84 -1.61 3.26
C 2.57 -1.80 4.57
C 2.22 -0.60 5.51
C 1.66 -1.08 6.84
I 1.08 0.65 8.02
C 0.81 -2.42 2.82
C 0.18 -2.20 1.57
C -0.88 -3.17 1.20
O -1.87 -2.93 0.57
C -0.63 -4.59 1.69
F -0.97 -5.63 0.95
C -0.04 -4.81 2.85
C 0.36 -3.60 3.65
O 0.29 -3.58 4.85
H -2.06 1.62 3.90
H -2.75 2.62 2.64
H -0.97 2.44 2.82
H -3.03 0.40 1.73
H -1.44 -0.08 2.41
H -1.86 1.74 0.05
H -0.32 1.39 0.78
H -1.52 0.05 -1.36
H -2.11 -0.92 -0.05
H 2.99 0.49 -0.29
H 1.34 1.05 -0.43
H 2.12 2.07 2.11
H 3.86 3.67 0.62
H 4.41 2.50 1.81
H 4.35 2.08 0.10
H 0.75 3.27 0.94
H 4.67 -1.35 0.84
H 5.58 -1.35 3.61
H 3.65 -1.79 4.39
H 2.35 -2.76 5.03
H 3.11 -0.01 5.71
H 1.52 0.06 5.01
H 2.38 -1.63 7.44
H 0.77 -1.69 6.72
H 0.18 -5.80 3.23
C 1.28 3.01 -2.92
Cl 0.76 3.84 -4.39
Cl -0.01 2.00 -2.28
Cl 2.73 2.04 -3.23
H 1.53 3.75 -2.17
C -4.94 0.69 5.38
Cl -3.39 0.25 6.11
Cl -4.80 2.20 4.47
Cl -5.53 -0.60 4.34
H -5.65 0.84 6.18
C -1.26 5.91 0.32
Cl -1.62 4.22 0.70
Cl -0.94 6.82 1.79
Cl 0.11 6.03 -0.79
H -2.12 6.34 -0.17
C 1.50 -7.70 -1.11
Cl 1.84 -9.42 -1.29
Cl 2.95 -6.82 -0.66
Cl 0.81 -7.03 -2.59
H 0.77 -7.59 -0.31
C -9.66 -0.13 4.85
Cl -9.41 -0.94 3.30
Cl -8.25 0.85 5.27
Cl -11.12 0.86 4.82
H -9.78 -0.89 5.61
C 3.68 -4.36 -3.13
Cl 3.61 -2.86 -2.20
Cl 2.59 -4.26 -4.52
Cl 5.33 -4.71 -3.65
H 3.35 -5.17 -2.50
C -2.48 10.72 2.45
Cl -0.91 10.32 3.17
Cl -2.37 12.22 1.53
Cl -3.06 9.40 1.44
H -3.19 10.87 3.25
C -3.59 -4.23 -1.35
Cl -3.69 -3.06 -2.67
Cl -5.16 -5.01 -1.07
Cl -2.34 -5.43 -1.68
H -3.32 -3.69 -0.45
C 6.60 1.91 -4.34
Cl 6.34 3.55 -3.75
Cl 5.72 0.74 -3.35
Cl 6.12 1.77 -6.03
H 7.65 1.68 -4.26
C 6.95 -6.12 -0.10
Cl 6.58 -7.25 -1.40
Cl 6.19 -4.56 -0.42
Cl 6.41 -6.75 1.46
H 8.02 -5.99 -0.06
C -5.64 4.62 1.74
Cl -5.32 3.78 0.22
Cl -4.25 5.63 2.16
Cl -7.11 5.59 1.65
H -5.77 3.88 2.51
C 1.98 -10.95 -4.83
Cl 3.11 -12.26 -5.17
Cl 2.66 -9.40 -5.32
Cl 0.43 -11.23 -5.64
H 1.80 -10.92 -3.77
C -5.05 4.39 -4.13
Cl -6.44 3.46 -3.57
Cl -5.57 5.88 -4.92
Cl -3.96 4.75 -2.78
H -4.50 3.80 -4.85
C 7.32 -3.74 -6.93
Cl 8.95 -3.78 -6.26
Cl 7.11 -2.31 -7.95
Cl 6.98 -5.21 -7.85
H 6.61 -3.68 -6.11
C -3.79 0.51 -6.24
Cl -5.15 -0.41 -5.60
Cl -4.33 2.00 -7.03
Cl -2.66 0.86 -4.93
H -3.29 -0.10 -6.98
C 0.37 -5.53 -7.13
Cl 0.93 -6.77 -8.25
Cl 0.24 -3.97 -7.94
Cl -1.17 -5.99 -6.40
H 1.10 -5.44 -6.34
C -5.49 15.10 2.29
Cl -5.84 13.41 2.65
Cl -5.20 16.01 3.78
Cl -4.13 15.25 1.19
H -6.36 15.53 1.81
```

***

Entry 3:
C37H42BF4N6O16P2 | ωB97M-V/def2-TZVPD

* HOMO: -3.80 eV
* largest force on an atom: 8.4 eV/Å
* net charge: -1
* HOMO-LUMO gap: 3.76 eV

```
108
C37H42BF4N6O16P2, DFT ωB97M-V/def2-TZVPD
N -3.89 6.57 4.52
C -4.42 5.22 4.05
C -5.20 5.34 2.64
P -5.27 3.65 1.68
P -6.15 4.54 -0.14
O -4.89 5.20 -1.16
O -6.94 3.36 -1.12
C -6.98 3.12 2.46
F -7.20 3.76 3.77
F -8.10 3.59 1.64
C -7.11 1.54 2.72
F -8.37 1.35 3.47
F -6.07 1.10 3.62
O -3.75 4.24 0.99
C -2.86 3.15 0.61
C -3.59 1.77 1.15
C -2.91 0.52 0.37
B -1.62 -0.12 1.13
O -0.94 0.42 2.28
O -1.09 -1.39 0.60
O -5.01 2.02 1.01
H -3.29 6.91 3.73
H -3.19 6.32 5.26
H -3.47 4.54 3.97
H -5.07 4.74 4.89
H -6.22 5.86 2.70
H -4.53 6.02 1.97
H -4.67 3.11 2.88
H -4.73 4.48 -1.84
H -6.86 2.45 -0.75
H -7.22 0.90 1.78
H -1.82 3.20 1.09
H -2.85 3.26 -0.55
H -3.19 1.67 2.22
H -2.51 0.93 -0.65
H -3.71 -0.29 0.21
H -0.20 -0.20 2.51
H -1.88 -1.98 0.54
C -10.76 -3.17 0.87
C -10.63 -3.27 -0.51
C -9.49 -2.79 -1.14
C -8.48 -2.20 -0.38
C -8.61 -2.09 1.01
C -9.76 -2.57 1.63
N -7.27 -1.71 -1.03
O -7.20 -1.81 -2.26
O -6.39 -1.23 -0.33
H -11.65 -3.55 1.36
H -11.42 -3.73 -1.10
H -9.40 -2.87 -2.22
H -7.83 -1.63 1.61
H -9.86 -2.49 2.71
C 4.97 0.16 0.91
C 3.98 -0.29 1.78
C 2.81 -0.86 1.28
C 2.65 -0.97 -0.10
C 3.63 -0.51 -0.98
C 4.79 0.06 -0.47
N 1.43 -1.59 -0.64
O 0.57 -1.97 0.17
O 1.33 -1.71 -1.86
H 5.88 0.60 1.31
H 4.12 -0.20 2.86
H 2.05 -1.20 1.97
H 3.51 -0.59 -2.05
H 5.56 0.41 -1.14
C 10.02 -1.90 -4.00
C 8.93 -1.03 -3.98
C 8.77 -0.14 -2.92
C 9.71 -0.12 -1.89
C 10.79 -0.99 -1.90
C 10.95 -1.89 -2.96
N 9.56 0.83 -0.79
O 8.58 1.57 -0.81
O 10.42 0.84 0.08
H 10.14 -2.59 -4.83
H 8.21 -1.05 -4.79
H 7.92 0.53 -2.92
H 11.53 -0.99 -1.10
H 11.79 -2.57 -2.98
C 13.61 2.96 3.15
C 13.00 1.95 2.40
C 13.61 0.70 2.30
C 14.82 0.47 2.95
C 15.43 1.48 3.70
C 14.82 2.73 3.79
N 15.44 -0.85 2.87
O 14.89 -1.71 2.19
O 16.49 -1.03 3.48
H 13.13 3.93 3.23
H 12.06 2.14 1.90
H 13.12 -0.08 1.71
H 16.37 1.31 4.21
H 15.29 3.52 4.37
C -6.55 -3.49 -5.71
C -6.39 -4.34 -6.79
C -6.30 -5.72 -6.59
C -6.38 -6.23 -5.30
C -6.54 -5.38 -4.20
C -6.63 -4.00 -4.41
N -6.31 -7.68 -5.09
O -6.15 -8.39 -6.07
O -6.42 -8.09 -3.94
H -6.63 -2.42 -5.87
H -6.33 -3.93 -7.80
H -6.17 -6.37 -7.45
H -6.60 -5.76 -3.19
H -6.75 -3.33 -3.57
```

***

Entry 4:
C37H42BN9O2PRh | ωB97M-V/def2-TZVPD

* HOMO (spin up / spin down): -13.01 / -13.00 eV
* largest force on an atom: 0.5 eV/Å
* 2S+1: 5
* net charge: +2
* <S²>: 6.01
* energy above the lowest of the compared OMol25 structures with the same formula, charge and spin: 0.0 kJ/mol
* HOMO-LUMO gap (spin up / spin down): 8.30 / 4.81 eV

```
93
C37H42BN9O2PRh, DFT ωB97M-V/def2-TZVPD
Rh -0.58 0.28 -0.58
C -4.94 2.76 1.88
C -4.24 2.11 0.73
C -4.65 1.99 -0.59
C -3.65 1.26 -1.25
N -2.69 0.98 -0.37
N -3.05 1.49 0.84
B -2.17 1.28 2.06
N -1.86 -0.24 2.17
N -1.34 -0.91 1.11
C -1.33 -2.22 1.41
C -1.84 -2.38 2.69
C -2.17 -1.11 3.14
C -2.78 -0.70 4.44
C -0.88 -3.25 0.45
C -0.77 -2.98 -0.91
C -0.29 -3.94 -1.80
C 0.05 -5.20 -1.33
C -0.08 -5.49 0.03
C -0.54 -4.52 0.91
N -0.84 2.07 1.89
N -0.02 1.91 0.82
C 1.01 2.77 0.98
C 0.84 3.46 2.17
C -0.35 3.00 2.72
C -1.01 3.42 3.99
C 2.15 2.91 0.04
C 2.10 2.42 -1.26
C 3.19 2.53 -2.11
C 4.35 3.16 -1.68
C 4.40 3.67 -0.39
C 3.31 3.55 0.46
C -3.62 0.82 -2.65
C -3.07 -0.41 -3.00
C -3.02 -0.82 -4.33
C -3.54 -0.01 -5.32
C -4.12 1.20 -4.98
C -4.16 1.61 -3.65
H -5.88 3.18 1.53
H -4.34 3.57 2.30
H -5.15 2.05 2.67
H -5.58 2.34 -1.01
H -2.73 1.66 3.05
H -1.99 -3.31 3.23
H -2.88 -1.57 5.08
H -3.76 -0.26 4.29
H -2.16 0.03 4.96
H -1.08 -2.03 -1.31
H -0.23 -3.72 -2.86
H 0.40 -5.97 -2.01
H 0.18 -6.47 0.40
H -0.63 -4.75 1.97
H 1.47 4.23 2.59
H -0.38 4.16 4.49
H -1.16 2.58 4.67
H -1.98 3.88 3.80
H 1.18 2.01 -1.62
H 3.12 2.17 -3.14
H 5.19 3.28 -2.35
H 5.30 4.17 -0.04
H 3.38 3.94 1.47
H -2.72 -1.07 -2.22
H -2.61 -1.79 -4.58
H -3.51 -0.32 -6.36
H -4.54 1.84 -5.75
H -4.60 2.57 -3.39
O -0.82 1.61 -2.45
C -0.23 0.77 -3.14
O 0.29 -0.26 -2.57
H -0.13 0.88 -4.22
C 4.84 -0.60 -0.01
N 4.19 -1.52 -1.07
C 4.13 -2.94 -0.48
N 3.43 -2.94 0.76
C 4.10 -2.06 1.72
N 4.15 -0.68 1.23
C 2.82 -0.06 1.18
P 1.69 -0.94 0.00
C 2.82 -1.03 -1.46
C 2.00 -2.67 0.63
H 4.82 0.41 -0.42
H 5.87 -0.94 0.09
H 4.78 -1.53 -1.90
H 5.16 -3.26 -0.35
H 3.64 -3.57 -1.22
H 5.12 -2.41 1.88
H 3.57 -2.08 2.66
H 2.92 0.98 0.89
H 2.37 -0.08 2.18
H 2.92 -0.05 -1.91
H 2.40 -1.71 -2.20
H 1.54 -3.39 -0.05
H 1.51 -2.79 1.60
```

***

So what do the calculations give for M? Going down the list: 1033.4, 2563.6, 975.5, 789.5 g/mol.